1.
Here is one molecule with the formula C4H8O2 from the Open Molecules 2025 dataset. Energies are from ωB97M-V/def2-TZVPD.

Each line ends with the natural charge from an NBO analysis.
Atoms and positions in Å:
C (1.513, 0.004, -0.250)  -0.67
C (0.231, 0.029, 0.558)  -0.16
C (-0.580, 1.094, 0.589)  0.17
O (-0.505, 2.145, -0.259)  -0.67
C (-0.645, -1.197, 0.527)  -0.08
O (-1.133, -1.320, -0.822)  -0.73
H (2.260, -0.716, 0.118)  0.23
H (1.290, -0.290, -1.283)  0.22
H (2.014, 0.981, -0.264)  0.22
H (-1.469, 1.093, 1.218)  0.18
H (0.078, 1.842, -0.973)  0.48
H (-0.069, -2.095, 0.736)  0.18
H (-1.516, -1.121, 1.199)  0.18
H (-1.468, -0.447, -1.093)  0.46

orbital gap = 9.4 eV
LUMO level = 0.69 eV
SMILES string = C/C(=C\O)CO
relative energy (zero: lowest compared OMol25 entry of this formula, charge and spin) = 226.01 kJ/mol
strongest force on any atom = 0.015 hartree/bohr
2S+1 = 1
E_tot = -8370.939 eV

---

2.
Here is one molecule with the formula C4H8O2 in a non-equilibrium geometry from the Open Molecules 2025 dataset. Energies are from ωB97M-V/def2-TZVPD.

Each line ends with the natural charge from an NBO analysis.
Atoms and positions in Å:
C (1.618, -1.240, -0.877)  -0.61
C (0.810, 0.098, -1.287)  -0.50
C (-0.425, 0.136, -0.326)  0.80
O (-1.566, 0.085, -0.618)  -0.56
O (0.144, 0.494, 0.920)  -0.54
C (-0.815, 0.515, 1.936)  -0.28
H (1.989, -1.025, 0.147)  0.22
H (2.461, -1.352, -1.582)  0.22
H (0.998, -2.149, -0.732)  0.21
H (0.553, 0.146, -2.373)  0.22
H (1.471, 1.033, -1.050)  0.23
H (-1.284, -0.583, 2.101)  0.19
H (-0.292, 1.008, 2.819)  0.20
H (-1.640, 1.240, 1.577)  0.19

orbital gap = 11.3 eV
LUMO level = 0.87 eV
SMILES string = CCC(=O)OC
relative energy (zero: lowest compared OMol25 entry of this formula, charge and spin) = 136.04 kJ/mol
strongest force on any atom = 0.088 hartree/bohr
2S+1 = 1
E_tot = -8371.872 eV

---

3.
Here is a 2-piece molecular cluster, C4H8O2 overall from the Open Molecules 2025 dataset. Energies are from ωB97M-V/def2-TZVPD.

Each line ends with the natural charge from an NBO analysis.
Atoms and positions in Å:
C (1.826, 0.316, -1.587)  -0.13
O (1.139, 0.537, -0.511)  -0.34
C (0.189, -0.200, -0.002)  0.04
C (-0.390, 0.269, 1.259)  -0.03
C (-1.514, -0.426, 1.887)  -0.10
O (-0.211, -0.553, 2.427)  -0.49
H (2.550, 1.079, -1.829)  0.18
H (1.796, -0.665, -2.047)  0.16
H (-0.268, 0.443, -2.557)  -0.02
H (0.087, -1.223, -0.356)  0.17
H (-0.793, 0.276, -2.032)  -0.02
H (-0.266, 1.336, 1.444)  0.20
H (-1.916, -1.325, 1.415)  0.18
H (-2.229, 0.135, 2.489)  0.18

orbital gap (alpha / beta) = 8.2 / 8.2 eV
LUMO level (alpha / beta) = 0.57 / 0.66 eV
relative energy (zero: lowest compared OMol25 entry of this formula, charge and spin) = 600.30 kJ/mol
strongest force on any atom = 0.011 hartree/bohr
2S+1 = 1
E_tot = -8367.060 eV

---

4.
Here is one molecule with the formula C4H8O2 in a non-equilibrium geometry from the Open Molecules 2025 dataset. Energies are from ωB97M-V/def2-TZVPD.

Each line ends with the natural charge from an NBO analysis.
Atoms and positions in Å:
C (-0.418, 0.433, -1.504)  -0.61
C (0.451, 0.376, -0.263)  -0.29
C (-0.183, 0.768, 1.075)  -0.07
O (0.253, -0.450, 1.725)  -0.56
C (0.684, -1.007, 0.374)  0.39
O (-0.322, -1.923, 0.251)  -0.74
H (0.132, 0.097, -2.388)  0.22
H (-0.762, 1.457, -1.692)  0.21
H (-1.290, -0.215, -1.379)  0.23
H (1.403, 0.896, -0.408)  0.21
H (0.260, 1.614, 1.595)  0.19
H (-1.278, 0.873, 1.056)  0.18
H (1.703, -1.421, 0.382)  0.16
H (-0.632, -1.497, 1.176)  0.50

orbital gap = 11.2 eV
LUMO level = 1.03 eV
SMILES string = C[C@H]1CO[C@H]1O
relative energy (zero: lowest compared OMol25 entry of this formula, charge and spin) = 249.59 kJ/mol
strongest force on any atom = 0.054 hartree/bohr
2S+1 = 1
E_tot = -8370.695 eV